(1)
Below is a cluster of 8 separate species, C20H54O11S8 in total in a non-equilibrium geometry, with properties calculated with ωB97M-V/def2-TZVPD.

The geometry in XYZ format:
```
93
Properties=species:S:1:pos:R:3:forces:R:3:mulliken_charge:R:1
C 3.92389 0.59204 1.14375 -0.081 -0.542 0.727 -0.53
O 2.56769 0.83795 0.79252 -0.285 -0.074 0.345 -0.10
C 2.40941 1.50285 -0.39529 0.676 -0.891 -0.079 0.12
O 2.44397 2.90822 -0.17869 0.159 -1.061 -0.813 -0.39
C 1.35492 3.50775 0.26861 -0.658 -2.766 -1.218 0.53
O 1.43545 4.59305 0.62921 0.432 5.480 2.181 -0.56
O 0.15100 2.91402 0.14521 0.179 -1.739 -0.045 -0.01
C -0.52032 2.55461 1.37598 -0.629 0.111 -0.161 -0.96
C -0.62631 1.06294 1.67617 0.369 0.252 -0.324 -0.52
C -0.65665 0.17029 0.45203 -0.832 -0.487 -0.536 0.00
S -2.18377 -0.84444 0.43303 -0.177 0.006 0.323 -0.30
H 4.36960 -0.10444 0.44751 0.182 0.000 -0.454 0.13
H 3.91123 0.10140 2.11374 -0.056 0.047 -0.038 0.14
H 4.50762 1.49853 1.25693 0.062 0.388 -0.238 0.37
H 1.50456 1.15552 -0.86033 -0.645 0.303 -0.044 0.03
H 3.22896 1.24441 -1.06003 0.247 0.435 -0.205 0.16
H -0.07953 3.10251 2.19027 0.395 0.173 0.374 0.51
H -1.52316 2.93602 1.28222 -0.406 0.279 -0.322 0.32
H 0.17638 0.77122 2.32715 0.459 -0.225 0.277 -0.05
H -1.55208 0.92544 2.21912 -0.212 0.073 0.324 0.72
H -0.65759 0.70482 -0.48293 -0.048 0.452 -0.195 -0.11
H 0.17219 -0.50166 0.42174 0.659 -0.341 0.130 0.37
H -2.30412 -1.06877 -0.88264 0.201 0.037 0.014 0.13
C 2.44423 0.24746 6.37774 0.060 0.027 0.208 -0.98
S 2.77668 0.68351 4.67086 -0.174 -0.056 -0.053 0.79
O 3.91892 -0.15891 4.21357 0.039 0.067 0.303 -0.75
C 3.42710 2.32174 5.02007 0.088 0.109 0.049 -0.99
H 2.06059 -0.77033 6.39608 -0.003 -0.003 -0.075 0.32
H 3.36835 0.30379 6.95476 0.051 -0.027 -0.087 0.37
H 1.69420 0.92764 6.77964 -0.072 -0.025 -0.089 0.24
H 4.28304 2.24252 5.69104 0.001 -0.059 -0.011 0.41
H 2.64232 2.92895 5.47188 -0.044 -0.040 -0.022 0.27
H 3.73937 2.76911 4.07809 -0.029 -0.050 -0.033 0.30
C -1.61533 -5.03256 -0.35074 -0.093 -0.016 0.137 -0.86
S -0.72210 -4.25721 -1.70126 0.130 -0.065 0.111 0.49
O -1.51424 -3.07292 -2.12543 -0.093 0.035 -0.182 -0.57
C -1.03750 -5.56009 -2.89590 0.138 0.122 -0.254 -0.90
H -1.58314 -4.35585 0.50150 0.045 0.073 -0.057 0.30
H -2.64932 -5.20647 -0.64720 0.025 -0.011 -0.072 0.24
H -1.13246 -5.97486 -0.09238 0.008 -0.006 -0.037 0.38
H -2.10723 -5.69631 -3.01211 -0.058 0.010 0.089 0.15
H -0.57666 -6.48529 -2.55410 -0.038 -0.015 0.040 0.40
H -0.59630 -5.26017 -3.84663 0.068 0.092 0.076 0.38
C -1.87116 2.22519 8.54058 0.024 -0.009 0.114 -0.98
S -1.54126 2.66071 6.82829 -0.155 0.057 -0.027 0.41
O -0.40536 1.81568 6.37424 0.145 0.036 0.053 -0.53
C -0.87814 4.29539 7.17439 0.070 0.074 0.053 -0.94
H -2.25821 1.20879 8.56076 -0.001 -0.003 -0.070 0.32
H -0.94806 2.27798 9.11810 0.027 0.008 -0.051 0.30
H -2.61621 2.90714 8.95012 -0.015 0.001 -0.028 0.39
H -0.02110 4.21078 7.84306 -0.006 -0.058 -0.005 0.29
H -1.65408 4.91262 7.62686 -0.021 -0.010 -0.019 0.40
H -0.56509 4.73850 6.23125 -0.029 -0.050 -0.036 0.31
C 6.05386 -1.54658 -3.27261 0.089 -0.071 -0.047 -1.07
S 4.46586 -0.84743 -2.80148 0.021 0.097 -0.173 0.66
O 4.06266 -1.49281 -1.52701 -0.012 -0.072 0.060 -0.63
C 3.52087 -1.62750 -4.11572 -0.048 -0.071 -0.084 -1.02
H 6.79584 -1.21723 -2.54834 -0.047 0.036 0.033 0.32
H 5.99155 -2.63479 -3.26539 -0.056 0.004 0.033 0.31
H 6.32771 -1.18710 -4.26458 -0.016 0.029 0.008 0.38
H 3.62953 -2.71024 -4.05127 0.023 0.007 0.067 0.32
H 3.87551 -1.26493 -5.08064 -0.003 0.041 0.018 0.40
H 2.47507 -1.35596 -3.98638 0.016 0.037 0.052 0.31
C 1.93074 5.77531 -3.63282 -0.023 0.128 0.044 -0.96
S 1.85155 3.98590 -3.78680 0.051 -0.056 0.130 0.61
O 1.61613 3.67622 -5.22076 -0.051 0.040 -0.086 -0.69
C 0.28113 3.80093 -2.93485 -0.069 0.044 0.034 -0.91
H 2.82999 6.11808 -4.14017 0.017 -0.063 -0.017 0.35
H 1.05277 6.22261 -4.09956 -0.014 -0.061 -0.027 0.29
H 1.98162 6.04484 -2.57736 0.015 -0.042 0.013 0.32
H -0.48710 4.38048 -3.44791 0.053 -0.007 -0.080 0.55
H 0.38573 4.13994 -1.90526 -0.021 0.042 -0.082 0.19
H 0.00835 2.74687 -2.94235 0.043 -0.014 -0.021 0.27
C -4.85750 2.86626 -3.69078 -0.135 0.031 0.005 -1.06
S -3.22722 2.75742 -2.93867 0.043 0.122 -0.126 0.54
O -3.17562 1.48583 -2.18013 0.003 -0.061 0.083 -0.54
C -3.48601 4.07920 -1.74561 -0.052 0.079 0.085 -0.84
H -4.93023 2.08947 -4.44876 0.068 -0.022 0.012 0.34
H -5.62363 2.71055 -2.93097 0.045 -0.024 0.036 0.32
H -4.97701 3.84415 -4.15782 0.033 -0.003 -0.008 0.38
H -4.34353 3.84256 -1.11532 0.004 -0.062 -0.019 0.40
H -3.64945 5.01900 -2.27416 0.022 -0.010 -0.018 0.42
H -2.59010 4.15735 -1.13153 0.046 -0.054 -0.038 0.06
C -4.80114 -9.61718 -2.70207 -0.117 -0.025 0.022 -0.99
S -3.37595 -8.69231 -3.28914 -0.009 -0.112 -0.062 0.45
O -3.06155 -7.66959 -2.25733 -0.157 -0.098 0.083 -0.52
C -4.23679 -7.84711 -4.62212 -0.087 0.053 -0.049 -0.98
H -4.49423 -10.19147 -1.83071 0.065 0.021 -0.006 0.32
H -5.59757 -8.92675 -2.42453 0.042 0.047 -0.005 0.30
H -5.14023 -10.29563 -3.48495 0.031 -0.004 -0.009 0.39
H -5.07067 -7.27441 -4.21608 0.026 -0.007 0.057 0.31
H -4.59418 -8.58084 -5.34450 0.028 -0.017 0.002 0.41
H -3.53200 -7.17393 -5.10598 0.047 -0.022 0.036 0.31
```
Forces are in eV/Å.

largest force on an atom	5.9	eV Å⁻¹
relative energy (zero: lowest compared OMol25 entry of this formula, charge and spin)	0.0	kJ/mol
2S+1	1


(2)
Below is a cluster of 5 separate species, C20H55N5O5 in total in a non-equilibrium geometry, with properties calculated with ωB97M-V/def2-TZVPD.

The geometry in XYZ format:
```
85
Properties=species:S:1:pos:R:3:forces:R:3:mulliken_charge:R:1
C -1.50486 5.22274 0.29717 -0.756 0.023 -0.264 -0.72
O -1.77685 5.91956 1.49509 -0.673 -0.053 0.192 -0.40
C -1.55302 5.17402 2.66050 1.282 0.111 1.173 0.17
C -1.09094 6.09091 3.79382 1.443 -0.045 0.396 0.26
C 0.17761 6.86473 3.47401 -0.453 1.410 -0.014 -1.42
N -0.61932 5.30776 4.96373 -0.836 -0.509 -0.858 -0.56
H -0.51635 5.50188 -0.07099 0.120 -0.378 -0.015 0.26
H -2.25098 5.49648 -0.45330 0.110 0.398 0.036 0.39
H -1.66890 4.14661 0.39965 0.546 -0.078 0.190 0.26
H -2.39149 4.61714 3.09722 -0.460 -0.120 -0.791 0.25
H -0.72441 4.47504 2.49672 -0.092 -0.205 -0.002 -0.18
H -1.87364 6.81395 4.04920 -0.165 -0.109 -0.080 0.24
H 1.05831 6.24483 3.32100 -0.204 -0.186 -0.426 0.25
H 0.40934 7.46932 4.35781 0.060 -0.017 0.060 0.45
H -0.00453 7.61872 2.70454 0.307 -0.344 -0.340 0.34
H -0.30991 5.97043 5.65727 -0.171 -0.256 0.397 0.22
H -1.31741 4.66355 5.31682 -0.023 0.258 0.323 0.18
C -5.71350 -4.52409 2.54608 -0.133 -1.409 0.693 -0.72
O -4.48197 -4.26773 1.92595 0.095 0.829 0.311 -0.36
C -3.87247 -3.08581 2.46802 -1.195 0.184 -0.344 -0.65
C -4.38383 -1.87123 1.69375 2.879 1.065 -1.827 0.29
C -3.69500 -1.83460 0.30143 -1.284 -2.167 -0.518 -1.80
N -3.87870 -0.60601 2.30612 -1.775 0.166 0.615 -0.51
H -6.40626 -3.69172 2.69609 0.225 0.283 -0.415 0.30
H -5.53737 -4.96352 3.53858 0.030 0.226 0.125 0.28
H -6.20709 -5.33083 2.00141 -0.081 0.285 -0.277 0.27
H -4.16968 -2.91169 3.50633 0.289 -0.434 0.221 0.36
H -2.79505 -3.19413 2.37114 0.035 0.125 0.094 0.32
H -5.46119 -1.87998 1.52759 -0.038 -0.086 0.338 0.49
H -2.61054 -1.95083 0.29508 0.094 0.677 0.499 0.31
H -4.06206 -1.01763 -0.31861 0.242 0.198 0.094 0.47
H -4.00378 -2.76004 -0.20668 -0.087 0.168 -0.202 0.52
H -4.73120 -0.10512 2.55828 0.338 0.136 0.675 0.27
H -3.53303 -0.00428 1.56928 0.236 -0.138 -0.200 0.13
C 0.38551 2.29622 -3.05534 -0.038 -0.239 0.800 -0.55
O -0.61978 1.29911 -2.98726 0.359 -0.250 -0.419 -0.43
C -0.73243 0.70448 -1.73167 -0.481 -0.226 1.440 -0.12
C 0.30435 -0.36620 -1.40305 1.441 0.201 -1.134 0.59
C 0.04137 -1.63377 -2.23186 -1.142 0.608 0.524 -1.45
N 0.40492 -0.67025 0.01813 0.024 -0.682 -0.411 -0.45
H 0.28991 2.73967 -4.04052 0.116 0.333 0.154 0.27
H 1.41018 1.95082 -2.87572 -0.042 -0.529 -0.486 0.27
H 0.25966 2.97685 -2.20338 -0.383 0.534 -0.405 0.17
H -0.72466 1.47854 -0.94882 0.242 0.052 0.036 0.11
H -1.71704 0.23581 -1.62483 -0.090 0.060 -0.411 0.08
H 1.28080 0.01540 -1.73969 -0.045 0.215 -0.161 0.21
H 0.83434 -2.37789 -2.26220 0.135 0.145 0.117 0.35
H -0.25293 -1.33478 -3.23834 0.288 -0.073 -0.115 0.39
H -0.85984 -2.06334 -1.78211 0.094 -0.406 -0.083 0.20
H 0.81142 0.08050 0.56668 0.098 0.412 -0.405 0.25
H 1.09682 -1.41394 0.05809 -0.210 -0.169 0.376 0.15
C 2.56561 -3.81506 -4.86870 -0.036 -0.666 0.566 -0.78
O 3.52811 -4.74908 -5.26207 0.291 -1.326 -0.040 -0.34
C 4.77129 -4.33343 -5.82360 -1.492 -0.152 0.838 -0.52
C 5.63609 -5.56587 -6.10454 1.102 0.417 -0.676 0.42
C 6.70403 -5.76281 -5.04191 -0.512 0.267 0.397 -1.51
N 6.37288 -5.38947 -7.39300 -1.061 -0.577 0.394 -0.75
H 1.69105 -4.43083 -4.64727 -0.042 0.153 0.175 0.29
H 2.22502 -3.10966 -5.63431 0.554 0.253 -0.017 0.32
H 2.91362 -3.37323 -3.92862 -0.314 0.656 -0.201 0.30
H 4.40816 -3.77345 -6.69141 1.134 0.213 -0.354 0.36
H 5.33355 -3.74723 -5.08543 -0.204 0.617 -0.290 0.25
H 5.01837 -6.46427 -6.09462 -0.121 0.104 -0.543 0.33
H 7.23059 -4.81971 -4.87506 0.070 -0.044 0.104 0.34
H 7.43650 -6.50695 -5.34305 -0.149 -0.146 0.017 0.39
H 6.18810 -6.05741 -4.12482 0.374 0.010 0.196 0.36
H 6.73133 -4.43977 -7.39175 0.052 -0.005 -0.210 0.26
H 5.64783 -5.44490 -8.10313 0.343 0.237 -0.348 0.28
C 2.44152 2.49098 1.60722 0.440 0.623 -1.147 -0.88
O 1.28973 1.67894 1.70576 0.883 0.041 1.028 -0.32
C 0.81217 1.70181 3.03340 -2.122 -0.854 1.133 -0.99
C -0.62089 1.10544 3.08677 -0.892 -0.175 -0.382 0.98
C -1.27716 1.21360 4.47609 1.226 0.421 -0.335 -1.34
N -0.72994 -0.32297 2.71000 0.842 -0.026 -0.693 -0.80
H 3.27391 2.34165 2.30073 -0.435 -0.598 0.452 0.36
H 2.17406 3.55026 1.68057 -0.137 0.021 0.049 0.23
H 2.87594 2.33343 0.61787 -0.172 -0.009 -0.065 0.30
H 1.34462 1.12051 3.79797 0.795 -0.360 -0.653 0.44
H 0.81553 2.70646 3.47096 -0.231 0.284 -0.440 0.39
H -1.27544 1.59668 2.35152 0.304 0.890 0.165 0.14
H -1.29647 2.25109 4.81844 -0.380 0.037 -0.078 0.10
H -0.63119 0.69012 5.18455 -0.195 -0.239 0.049 0.40
H -2.25697 0.74483 4.44489 -0.049 0.125 0.131 0.33
H -0.33714 -0.47000 1.76586 -0.158 0.042 0.870 0.50
H -1.71699 -0.46531 2.50248 0.018 -0.228 0.628 0.16
```
Forces are in eV/Å.

largest force on an atom	3.6	eV Å⁻¹
relative energy (zero: lowest compared OMol25 entry of this formula, charge and spin)	197.5	kJ/mol
2S+1	1


Frontier orbital gap / hartree: 0.301; 0.338